80
Properties=species:S:1:pos:R:3:forces:R:3 method="wB97M-V/def2-TZVPD" total_energy_ev=-73103.9158 homo_energy_ev=-4.42 spin_multiplicity=1 orbital_gap_ev=3.19
C -0.5474 2.7498 4.5842 0.8694 -0.1021 0.6247
H 2.3955 -0.0222 -2.6814 -0.0397 -0.1509 -1.0918
C -1.3328 -2.2170 3.0860 -0.1765 0.3641 -0.0418
C 1.2406 1.4280 -4.9531 -0.0321 0.0840 0.1886
H -2.7462 0.7041 3.9649 0.2675 -0.3691 0.0038
H 2.3739 3.4312 -7.4866 -0.2497 -0.0367 0.4496
H 2.2183 -2.4181 4.6520 0.1453 0.2206 0.3671
C 3.1766 -0.9763 7.6074 -0.1102 -0.0080 -0.4076
H -1.2080 -3.1066 2.4506 0.0863 0.6015 0.3488
C -0.8705 -2.0435 4.4247 -0.3245 0.0411 -0.4086
H -0.4002 -4.9746 -0.0560 0.0691 0.3075 -0.1497
C -1.4012 -0.8240 4.9186 0.1879 -0.0915 -0.1983
C -1.7313 3.3855 -2.1751 -0.0152 0.2571 0.5422
H 3.7208 -1.1568 8.5344 -0.1409 -0.0161 -0.2763
H -2.1949 -0.8122 -2.1024 0.1164 -0.2731 -0.0455
H 0.8885 -2.8401 0.1330 -0.1118 -0.0469 -0.1122
Sr 0.6733 -0.0420 3.0180 -1.7419 -0.7641 -1.5104
H 3.1412 -2.7522 -4.2476 -0.4341 -0.1596 -0.0067
C 0.4415 3.6215 -6.5085 -0.1273 -0.2186 0.2281
H 0.1810 -0.5052 -6.4396 -0.0211 -0.4202 0.2832
H -1.3099 -0.4595 5.9362 0.0944 0.0224 -0.1165
C 2.3609 -1.6826 5.4519 0.2709 1.0565 0.6297
C 1.8817 -3.9002 -5.5991 -0.0113 0.0778 -0.4357
Si 0.0882 -0.0229 -0.4627 -1.0397 -0.2066 3.0812
C -0.0636 1.9399 -4.8512 0.0674 0.2798 -0.3647
H -3.4609 -2.9110 -2.2788 0.2161 -0.1211 0.0304
C 1.5855 -1.5429 -5.1442 0.6852 -0.1438 -0.1849
H -2.6897 -0.9595 1.8078 0.5375 -0.0228 0.7120
H 0.5069 -4.7512 -7.0561 0.1473 0.2324 0.2887
C 0.8422 2.6900 6.9543 0.0633 -0.3771 -0.4508
C 2.1501 2.0047 -5.8656 -0.6813 0.1093 -0.0101
C -2.2273 1.4016 -0.2796 -0.0165 0.1623 -0.3497
H 2.3780 -4.8501 -5.3959 -0.0784 0.2509 -0.1256
C -1.7680 -1.7324 -1.6989 0.3257 -0.0471 0.2198
H -2.4564 0.5955 0.4302 0.2384 0.4111 -0.3263
C -3.1733 2.4077 -0.4848 0.2984 0.0378 -0.2509
N 0.3968 1.8026 4.7701 -0.1122 0.3857 0.8822
H 3.1614 1.5916 -5.9684 -0.4359 0.2116 -0.0207
C -0.7909 3.7473 5.5363 0.1128 -0.3231 -0.1377
C -0.0671 3.7267 6.7304 0.1504 -0.2956 -0.3102
C 0.1948 -2.6339 -6.8121 0.5032 0.0962 -0.0361
H 1.3820 2.6074 7.8913 -0.1901 0.1892 -0.0805
H 3.4515 -2.9768 6.7723 -0.0236 0.1663 0.1244
H -1.5364 4.5087 5.3244 0.1434 -0.1205 0.1318
H 0.1077 4.4626 -7.1288 0.2622 -0.3450 0.2619
H -0.6275 -2.5689 -7.5273 0.3383 -0.1535 0.0835
C -1.9946 -4.0931 -1.1965 0.1581 0.3600 -0.3023
Cl 2.1126 0.3437 0.1194 0.9562 0.0447 -0.5749
H -3.6729 4.1821 -1.6388 0.1899 -0.2505 0.0424
H -1.1106 2.6921 3.6451 0.2787 0.1163 0.3477
C -0.9722 1.4009 -0.9602 -0.4235 1.2816 -0.4357
C 1.8888 0.5031 6.1922 0.4772 -1.3103 -0.3299
Si 1.4891 -0.1265 -3.9159 -0.3480 -0.0680 0.3103
C 1.7189 3.0599 -6.6887 -0.0747 -0.1190 0.2264
C -2.1571 -0.2155 3.8868 -0.0504 -0.3215 -0.5006
H -2.5547 -5.0187 -1.2999 0.1064 0.1062 0.1817
H -0.2966 -2.7743 4.9883 -0.1383 0.1379 -0.0279
H 2.6709 1.0825 8.1063 0.0749 -0.4288 -0.0448
C -0.0346 -2.8661 -0.4457 -0.4369 -0.2581 -0.2094
C -0.7175 2.4774 -1.8490 -0.4946 -0.7350 0.2743
C -2.4895 -2.9237 -1.7864 0.3222 0.0963 0.3861
C 0.6218 -1.4723 -6.1702 -0.0572 -0.3458 0.3205
C -0.7574 -4.0595 -0.5337 -0.1747 0.2632 -0.2032
C -2.9232 3.4156 -1.4331 0.1378 -0.4496 -0.3576
H -0.2052 4.4991 7.4873 -0.0367 -0.2367 -0.2158
H -0.8017 1.4215 -4.2328 0.3447 0.3238 -0.0950
C 0.8343 -3.8488 -6.5326 -0.0907 0.1208 0.2380
H 0.2596 2.5502 -2.3281 -0.3500 -0.0544 -0.0244
H -1.4409 3.5040 -5.3905 0.3948 -0.1329 -0.2712
C 2.5975 0.2726 7.3818 -0.2949 0.1169 -0.3685
C 2.2899 -2.7410 -4.9330 -0.6482 0.0859 -0.1954
C -0.4443 3.0804 -5.5585 0.3451 -0.0467 -0.4549
C 3.0422 -1.9810 6.6403 -0.2832 0.2875 -0.2834
N 1.8420 -0.4595 5.2258 0.3466 0.0401 1.0380
H 0.1595 -0.4587 -3.3114 0.2736 0.4207 -0.1886
C 1.0593 1.7171 5.9604 -0.9923 1.0742 -0.5643
C -2.1269 -1.0784 2.7499 0.1264 -0.2573 0.1855
H -4.1141 2.3888 0.0790 0.4002 0.0557 -0.2500
H -1.5827 4.0690 -3.0189 0.0260 -0.0024 0.5576
C -0.5252 -1.6665 -1.0141 -0.1480 -0.6666 -0.2437